(1)
2 unconnected molecules or ions with the total composition C10H19BrCl3N5O2PS in a non-equilibrium geometry. Source: the Open Molecules 2025 dataset; level of theory: ωB97M-V/def2-TZVPD.

XYZ file:
```
42
Properties=species:S:1:pos:R:3:mulliken_charge:R:1
C 3.657 2.127 0.040 -1.03
C 3.804 0.713 0.654 0.60
O 4.301 0.566 1.724 -0.49
N 3.310 -0.441 -0.098 0.10
C 4.398 -1.448 -0.202 -0.90
C 2.117 -0.991 0.584 -0.97
C 1.391 -2.092 -0.254 -0.49
C -0.077 -2.345 0.299 -0.98
C -1.230 -1.923 -0.697 -1.02
C -2.245 -1.017 0.010 0.27
N -2.381 -0.851 1.345 -0.46
C -3.387 0.064 1.437 0.17
N -3.740 0.467 2.679 -0.34
N -3.853 0.453 0.221 0.41
P -5.159 1.658 -0.066 0.22
O -4.805 2.388 -1.519 -0.39
Br -4.808 3.316 1.450 -0.14
N -3.132 -0.261 -0.675 0.13
S -3.326 -0.200 -2.402 -0.02
H 3.080 2.045 -0.897 0.20
H 3.062 2.750 0.733 0.25
H 4.647 2.552 -0.190 0.37
H 5.374 -1.024 0.101 0.40
H 4.213 -2.352 0.405 0.27
H 4.510 -1.705 -1.275 0.30
H 1.448 -0.137 0.814 0.36
H 2.454 -1.420 1.559 0.31
H 1.915 -3.057 -0.133 0.36
H 1.385 -1.772 -1.313 0.34
H -0.132 -1.739 1.225 0.49
H -0.202 -3.395 0.620 0.54
H -0.785 -1.303 -1.499 0.55
H -1.742 -2.810 -1.112 0.40
H -3.555 1.392 3.038 0.20
H -4.158 -0.202 3.312 0.22
H -3.831 2.337 -1.619 0.31
H -2.519 -1.193 -2.882 0.22
C 0.087 2.216 -1.009 0.38
Cl -0.702 3.571 -1.820 -0.13
Cl -1.096 1.291 -0.072 0.08
Cl 0.872 1.161 -2.182 -0.10
H 0.837 2.610 -0.332 0.00
```

Values from the calculation:
- E_tot: -149949.44016 eV
- Total charge: +1
- Gap between HOMO and LUMO: 7.41 eV
- HOMO level: -11.282 eV

***

(2)
A molecular structure, C10H19F6N3O4ReS3Si. Source: the Open Molecules 2025 dataset; level of theory: ωB97M-V/def2-TZVPD.

XYZ file:
```
47
Properties=species:S:1:pos:R:3:mulliken_charge:R:1
Re -0.155 -1.185 0.198 0.90
F 0.225 -6.250 0.070 -0.14
C 1.008 -5.405 0.690 0.50
F 2.182 -5.324 0.121 -0.14
F 1.096 -5.666 1.968 -0.14
S 0.206 -3.704 0.599 1.34
O 1.227 -2.724 1.060 -0.67
O -1.021 -3.664 1.328 -0.50
N 0.016 -3.148 -0.922 -0.61
S -1.418 -2.863 -1.702 1.15
O -1.253 -2.903 -3.098 -0.50
O -1.772 -1.530 -1.081 -0.59
C -2.787 -4.092 -1.189 0.63
F -3.525 -3.532 -0.266 -0.17
F -2.185 -5.176 -0.745 -0.14
F -3.464 -4.339 -2.273 -0.14
S -1.314 -0.055 1.877 -0.38
C -0.622 1.552 2.174 -0.01
N -1.035 2.570 1.453 0.08
C -0.626 3.960 1.730 -0.51
C -0.272 4.088 3.202 -0.68
C 0.735 3.019 3.593 -0.53
N 0.232 1.701 3.160 -0.04
H -1.722 2.386 0.736 0.32
H -1.460 4.606 1.464 0.43
H 0.222 4.213 1.092 0.26
H -1.172 3.990 3.810 0.32
H 0.150 5.072 3.392 0.37
H 0.873 2.979 4.671 0.39
H 1.707 3.194 3.129 0.30
H 0.480 0.879 3.692 0.26
C 2.181 2.335 -2.238 -1.07
Si 0.908 0.993 -2.079 0.23
C 1.202 -0.368 -3.312 -0.85
C -0.833 1.684 -2.123 -0.93
C 1.152 0.287 -0.285 -0.72
H 2.144 2.754 -3.247 0.34
H 3.189 1.951 -2.078 0.36
H 2.009 3.152 -1.535 0.32
H 0.787 -0.071 -4.278 0.33
H 0.766 -1.336 -3.062 0.20
H 2.274 -0.522 -3.451 0.35
H -1.150 1.799 -3.162 0.40
H -0.866 2.679 -1.671 0.31
H -1.583 1.056 -1.635 0.28
H 1.115 1.131 0.411 0.37
H 2.149 -0.174 -0.189 0.73
```

Values from the calculation:
- <S²>: 3.78
- E_tot: -82138.46360 eV
- Total charge: +2
- Gap between HOMO and LUMO (alpha / beta): 7.60 / 8.25 eV
- HOMO level (alpha / beta): -15.781 / -16.474 eV
- Spin multiplicity: 4
- Energy above the lowest of the compared OMol25 structures with the same formula, charge and spin: 0.0 kJ/mol

***

(3)
A molecular structure, C10H19F6N3O5S4Y. Source: the Open Molecules 2025 dataset; level of theory: ωB97M-V/def2-TZVPD.

XYZ file:
```
48
Properties=species:S:1:pos:R:3:mulliken_charge:R:1
Y 0.333 0.335 0.117 0.75
C -0.657 -2.195 -1.742 -1.41
N -1.309 -1.368 -0.697 0.96
C -1.830 -2.284 0.342 -1.41
C -2.446 -0.620 -1.291 -1.00
C -1.991 0.611 -2.054 -0.80
N -1.354 1.609 -1.162 0.61
C -0.662 2.630 -1.978 -1.16
C -2.375 2.281 -0.329 -1.21
H -1.353 -2.955 -2.106 0.43
H 0.216 -2.698 -1.325 0.37
H -0.330 -1.585 -2.579 0.41
H -2.566 -2.967 -0.093 0.36
H -2.297 -1.720 1.146 0.43
H -1.014 -2.874 0.755 0.40
H -3.118 -0.335 -0.482 0.42
H -3.013 -1.275 -1.960 0.40
H -2.852 1.056 -2.564 0.50
H -1.263 0.338 -2.821 0.31
H -1.374 3.175 -2.605 0.40
H 0.078 2.157 -2.622 0.35
H -0.165 3.346 -1.322 0.35
H -3.164 2.693 -0.965 0.34
H -1.913 3.088 0.233 0.45
H -2.819 1.592 0.387 0.27
C 0.108 0.335 5.430 -0.71
O 0.172 1.319 4.371 -0.28
C 0.134 0.965 3.122 0.82
S 0.045 -0.668 2.637 -0.44
S 0.212 2.261 2.010 -0.38
H -0.181 0.895 6.313 0.25
H 1.093 -0.108 5.562 0.33
H -0.626 -0.432 5.198 0.37
F 2.662 1.870 -0.211 -0.22
C 3.507 1.266 -1.109 0.74
F 4.687 1.132 -0.563 -0.20
F 3.554 2.012 -2.184 -0.17
S 2.687 -0.370 -1.416 0.96
O 2.393 -0.806 -0.037 -0.83
O 1.402 0.117 -1.979 -0.49
N 3.513 -1.345 -2.180 -0.26
S 3.913 -1.228 -3.769 1.05
O 4.482 0.052 -4.045 -0.59
O 2.875 -1.772 -4.577 -0.59
C 5.290 -2.456 -3.721 0.71
F 5.795 -2.543 -4.939 -0.18
F 4.822 -3.636 -3.338 -0.21
F 6.223 -2.050 -2.872 -0.21
```

Values from the calculation:
- E_tot: -86071.65558 eV
- Total charge: +1
- Gap between HOMO and LUMO: 9.44 eV
- HOMO level: -12.482 eV
- Energy above the lowest of the compared OMol25 structures with the same formula, charge and spin: 37.0 kJ/mol

***

(4)
A molecular structure, C10H19N3O5SW. Source: the Open Molecules 2025 dataset; level of theory: ωB97M-V/def2-TZVPD.

XYZ file:
```
39
Properties=species:S:1:pos:R:3:mulliken_charge:R:1
W -0.092 0.048 0.815 1.85
N 1.246 -1.920 1.468 -0.50
C 0.671 -2.362 2.801 -0.64
C -0.305 -1.226 2.808 0.78
O 0.104 -0.055 3.025 -0.48
N -1.359 -1.311 1.896 -0.33
C -2.712 -1.069 2.367 -0.43
C -3.254 0.322 2.450 0.47
O -3.768 1.295 2.562 0.10
O -1.396 1.096 0.778 -0.54
H 1.264 -2.706 0.818 0.30
H 2.220 -1.648 1.612 0.33
H 1.400 -2.329 3.607 0.39
H 0.196 -3.336 2.728 0.39
H -2.870 -1.448 3.389 0.43
H -3.443 -1.588 1.733 0.43
O 0.042 -0.476 -0.941 -0.08
S 0.268 -1.211 -2.439 0.38
C -1.406 -1.515 -3.028 -0.65
C -1.900 -0.202 -3.622 -0.49
C -0.723 0.339 -4.426 -0.70
C 0.535 0.220 -3.552 -0.39
H -1.988 -2.008 -2.250 0.45
H -1.198 -2.268 -3.807 0.49
H -2.203 0.491 -2.833 0.25
H -2.773 -0.390 -4.247 0.42
H -0.860 1.382 -4.711 0.37
H -0.585 -0.234 -5.343 0.37
H 0.707 1.073 -2.892 0.27
H 1.462 -0.002 -4.085 0.46
C 3.071 2.863 0.562 -1.17
C 2.156 2.196 1.505 0.79
N 2.080 2.480 2.756 -0.17
O 1.372 1.224 1.011 -0.75
H 3.611 3.678 1.041 0.45
H 2.506 3.250 -0.289 0.34
H 3.792 2.130 0.186 0.34
H 2.669 3.217 3.144 0.29
H 1.463 2.000 3.404 0.19
```

Values from the calculation:
- E_tot: -38002.22609 eV
- Total charge: +4
- Gap between HOMO and LUMO: 8.65 eV
- HOMO level: -23.865 eV
- Energy above the lowest of the compared OMol25 structures with the same formula, charge and spin: 106.4 kJ/mol

***

(5)
A single C10H19N5O5 molecule in a non-equilibrium geometry. Source: the Open Molecules 2025 dataset; level of theory: ωB97M-V/def2-TZVPD.

XYZ file:
```
39
Properties=species:S:1:pos:R:3:mulliken_charge:R:1
H -4.279 0.144 1.702 0.34
N -4.838 -0.766 1.513 -0.68
C -5.085 -0.894 0.280 0.44
N -6.109 -1.869 -0.190 -0.48
N -4.790 0.008 -0.754 -0.24
C -3.558 0.708 -0.558 -1.17
C -2.242 -0.062 -0.466 0.21
C -1.340 1.035 -0.195 -0.71
C 0.309 0.630 -0.377 -0.48
N 0.730 -0.287 0.664 -0.54
C 1.175 2.001 -0.238 0.37
O 0.998 3.214 -0.335 -0.62
N 2.649 1.755 0.206 -0.18
C 3.253 0.435 -0.052 0.38
C 4.602 0.303 -0.725 -1.11
C 5.209 -1.078 -0.866 0.61
O 6.402 -1.481 -0.996 -0.57
O 3.967 -2.085 -0.943 -0.52
C 3.455 -0.313 1.246 0.65
O 3.974 -1.388 1.337 -0.60
O 3.103 0.290 2.398 -0.58
H -6.364 -1.697 -1.269 0.20
H -6.870 -2.301 0.460 0.27
H -4.920 -0.455 -1.709 0.31
H -3.671 1.042 0.527 0.23
H -3.348 1.774 -1.000 0.24
H -2.056 -0.500 -1.454 0.35
H -2.234 -1.107 0.189 0.25
H -1.551 2.118 -0.722 0.21
H -1.587 1.182 0.948 0.28
H 0.472 0.101 -1.257 0.54
H 0.198 -0.073 1.620 0.29
H 0.672 -1.423 0.458 0.29
H 3.027 2.611 0.619 0.24
H 2.518 -0.208 -0.481 0.26
H 5.388 0.944 -0.245 0.35
H 4.388 0.910 -1.541 0.40
H 4.403 -3.002 -0.827 0.32
H 3.955 -0.218 3.035 0.46
```

Values from the calculation:
- E_tot: -28359.83226 eV
- Gap between HOMO and LUMO: 9.49 eV
- HOMO level: -9.116 eV
- Energy above the lowest of the compared OMol25 structures with the same formula, charge and spin: 803.2 kJ/mol

***

(6)
A single C10H19O3P molecule in a non-equilibrium geometry. Source: the Open Molecules 2025 dataset; level of theory: ωB97M-V/def2-TZVPD.

XYZ file:
```
33
Properties=species:S:1:pos:R:3:mulliken_charge:R:1
C 1.585 0.843 0.748 -1.55
C 1.231 -0.127 -0.058 0.11
C 0.341 0.200 1.237 1.18
C 0.561 -0.831 2.305 -1.66
C -0.992 2.042 0.091 -2.05
C -1.203 1.563 2.552 -1.82
C -2.193 0.060 0.854 -1.38
C -0.482 -2.664 -2.285 -0.73
C 1.934 0.522 -3.118 -0.31
C -1.051 0.948 1.153 2.50
O 2.476 -2.495 -0.941 -0.78
O 0.308 -1.489 -2.070 -0.23
O 2.572 -0.531 -2.456 -0.33
P 1.717 -1.304 -1.358 0.87
H 2.367 1.496 1.066 0.33
H 1.572 -1.370 2.245 0.35
H -0.290 -1.434 2.655 0.35
H 0.548 -0.204 3.282 0.33
H -2.075 2.226 -0.064 0.53
H -0.634 1.611 -0.822 0.45
H -0.559 2.948 0.248 0.38
H -1.762 2.590 2.574 0.32
H -1.471 0.914 3.367 0.42
H -0.180 1.830 2.912 0.44
H -3.193 0.537 1.245 0.40
H -2.214 -0.884 1.544 0.28
H -2.176 -0.126 -0.268 0.27
H -0.248 -3.214 -3.268 0.28
H -1.521 -2.471 -2.312 0.29
H -0.384 -3.466 -1.366 0.27
H 2.734 1.310 -3.239 0.22
H 1.086 0.953 -2.391 0.06
H 1.596 0.021 -4.063 0.20
```

Values from the calculation:
- <S²>: 2.01
- E_tot: -26103.01930 eV
- Gap between HOMO and LUMO (alpha / beta): 6.62 / 7.04 eV
- HOMO level (alpha / beta): -5.947 / -9.582 eV
- Spin multiplicity: 3